Record 1
ORCA calculation (the ωB97M-V functional and the def2-TZVPD basis) on C4H10N2O3 as an isolated structure.

Values from the calculation:
Max |F|   3.35 eV/Å
HOMO level   -7.6718 eV

Cartesian coordinates (Å):
O1 -1.4918 1.3533 -0.4873
O2 1.2631 -1.7671 -0.0274
O3 2.1333 1.0015 0.1265
N1 -0.9712 -1.0838 -0.0654
N2 -1.5903 0.6392 1.6874
C1 0.8998 0.9432 0.8078
C2 -1.0506 0.6337 0.3967
C3 0.5250 -0.5478 -1.9914
C4 0.4210 -1.1105 -0.6077
H1 -2.1897 1.4415 1.8289
H2 -0.1448 0.2954 -2.1480
H3 -1.7239 -1.2723 -0.7309
H4 -0.9971 0.2880 2.4278
H5 1.0041 0.3712 1.7405
H6 1.5512 -0.2311 -2.1645
H7 0.6640 1.9772 1.0604
H8 -1.0369 -1.6918 0.7484
H9 2.4874 0.0994 0.0945
H10 0.2474 -1.3393 -2.6963



Record 2
ORCA calculation (the ωB97M-V functional and the def2-TZVPD basis) on C33H31N13O5Pd as an isolated structure.

Values from the calculation:
Max |F|   0.80 eV/Å
Total charge   -2
HOMO level   0.5063 eV

Cartesian coordinates (Å):
Pd1 0.9845 0.3156 1.4920
O1 5.4388 4.7997 4.9457
O2 5.9659 5.3102 2.8139
O3 -4.7537 -0.1932 -2.2339
O4 1.9931 1.2567 5.7164
O5 1.0921 0.1765 3.9622
N1 5.4442 -1.5423 1.6729
N2 3.1567 -1.1407 0.9713
N3 2.3282 1.9281 2.2198
N4 -1.7374 -2.8544 0.7544
N5 -0.5788 -1.0013 0.8264
N6 -6.6990 -0.9937 -2.8475
N7 4.8089 -1.8544 -0.6613
N8 -0.1804 1.7895 -0.4950
N9 4.0134 -3.4128 1.0415
N10 -1.7345 3.4265 -0.4646
N11 -6.4066 0.1081 -3.6404
N12 -1.1400 -2.7776 -0.4572
N13 -1.1968 3.3020 -1.7047
C1 -2.7535 -3.8348 1.0018
C2 -2.8139 3.3804 -3.5742
C3 -5.1883 -4.3075 0.7138
C4 3.9890 3.6136 1.8345
C5 -4.9748 2.2889 -4.9472
C6 1.8057 1.0513 4.5011
C7 -1.0914 2.4986 0.2170
C8 -1.7120 4.0714 -2.8009
C9 -1.3986 -1.7796 1.5033
C10 -6.4230 -4.0781 0.1273
C11 -5.7075 -1.1362 -2.0414
C12 -4.1057 -3.4894 0.4137
C13 3.5219 2.8994 4.0463
C14 5.0857 -2.9361 1.9237
C15 -0.2729 2.3219 -1.6880
C16 4.4613 -3.2402 -0.3405
C17 -4.3236 3.4009 -5.4494
C18 3.6168 -1.0232 -0.4000
C19 3.0231 2.7265 1.4027
C20 4.2556 3.7158 3.1950
C21 2.5760 2.0053 3.5392
C22 4.2338 -0.7178 1.8642
C23 -6.5878 -3.0345 -0.7638
C24 -3.2459 3.9447 -4.7687
C25 -4.5331 1.7079 -3.7636
C26 -5.2616 0.5428 -3.2511
C27 2.8466 -2.5316 1.2500
C28 -4.2764 -2.4216 -0.4571
C29 5.3268 4.7094 3.7090
C30 -3.4499 2.2488 -3.0817
C31 -5.5118 -2.2026 -1.0551
C32 5.8547 -1.4232 0.2764
C33 -0.4595 -1.6494 -0.3666
H1 0.1338 -1.2610 -1.1764
H2 -1.7447 -1.6094 2.5093
H3 3.6613 -3.5659 -1.0116
H4 -2.1030 4.9932 -2.3673
H5 0.2877 2.0338 -2.5648
H6 5.3409 -3.8707 -0.5082
H7 2.7714 2.6347 0.3491
H8 -4.6588 3.8463 -6.3772
H9 -1.2550 2.3147 1.2677
H10 -7.2626 -4.7187 0.3654
H11 5.9702 -3.5645 1.7748
H12 4.4712 0.3289 1.6686
H13 -7.5408 -2.8519 -1.2408
H14 -2.8343 -3.9685 2.0822
H15 3.6830 2.9432 5.1128
H16 -2.7438 4.8224 -5.1591
H17 -0.8870 4.3399 -3.4642
H18 2.0326 -2.8572 0.5949
H19 -3.4380 -1.7850 -0.7090
H20 2.8129 -1.3312 -1.0744
H21 6.7484 -2.0340 0.1119
H22 4.7539 -3.0307 2.9597
H23 2.5167 -2.6078 2.2881
H24 -5.8220 1.8563 -5.4610
H25 3.8619 0.0227 -0.5963
H26 4.5476 4.2359 1.1476
H27 3.8855 -0.8032 2.8950
H28 -2.4021 -4.7747 0.5710
H29 6.0982 -0.3783 0.0725
H30 -5.0611 -5.1347 1.4025
H31 -3.1285 1.8115 -2.1444



Record 3
ORCA calculation (the ωB97M-V functional and the def2-TZVPD basis) on C33H28BF8IN4O3PS3Tc as an isolated structure.

Values from the calculation:
Max |F|   2.34 eV/Å
Total charge   +1
<S²>   0.7520
HOMO level (alpha / beta)   -10.9677 / -10.9689 eV
Spin multiplicity   2

Cartesian coordinates (Å):
I1 -2.3358 2.0284 -0.0110
Tc1 -0.7955 0.0552 1.0395
S1 0.6666 -1.6660 1.8909
S2 -2.1029 -1.5280 -0.1286
S3 -3.4929 -0.4575 2.5031
P1 0.9013 0.6045 -0.5582
F1 -3.7569 -0.7451 5.0693
F2 -5.5288 0.0399 4.1005
F3 -1.0971 3.1367 2.9361
F4 1.4485 1.7977 4.8456
F5 1.1941 3.8188 4.1140
F6 -0.0746 3.0956 5.6942
F7 -3.8078 1.3207 4.3989
F8 0.1493 1.3909 2.6597
O1 -4.0611 0.4302 1.5197
O2 -2.0476 -0.1693 2.7421
O3 -3.7766 -1.8511 2.3924
N1 -0.9045 -3.8438 1.3692
N2 -0.3146 -3.1736 -1.2415
N3 -0.9539 -3.2207 3.4648
N4 -1.0188 -1.2968 -2.5223
C1 -0.5477 4.9824 -3.4863
C2 0.0330 -1.3926 -3.5460
C3 -1.6858 5.2259 -2.7823
C4 -0.0910 2.9334 -2.1532
C5 -0.4427 -2.9504 2.2485
C6 2.1628 2.5873 0.8756
C7 -4.2103 0.0789 4.1187
C8 0.8312 1.8673 -1.9037
C9 -1.7658 -4.6735 2.0408
C10 1.4092 -1.3487 -2.8852
C11 2.3250 1.3032 0.3519
C12 2.1092 -1.9706 -1.0107
C13 1.9815 1.7736 -2.6664
C14 4.4264 2.5534 1.6742
C15 -2.0639 4.3271 -1.7775
C16 0.6727 -3.6599 -2.2433
C17 3.5448 0.6522 0.4918
C18 4.5918 1.2820 1.1510
C19 -0.6381 -2.5062 4.6868
C20 0.2564 3.8553 -3.2006
C21 -1.3085 3.2250 -1.4737
C22 1.4212 3.6714 -3.9746
C23 -1.7968 -4.2965 3.3418
C24 0.1003 -3.7973 -3.6317
C25 -0.1571 -2.6864 -4.3025
C26 -1.0298 -2.0913 -1.4287
C27 -2.1223 -0.4097 -2.8855
C28 2.2744 2.6415 -3.7225
C29 -0.4464 2.2108 3.5689
C30 0.5570 2.7485 4.5802
C31 3.2095 3.2084 1.5344
C32 1.5521 -0.8326 -1.4458
C33 1.8764 -2.7068 -2.3019
B1 -0.2774 -4.2016 -0.0176
H1 3.0811 4.2027 1.9393
H2 1.6358 4.3832 -4.7618
H3 -1.2660 -2.8838 5.4887
H4 -2.3373 -4.7009 4.1787
H5 -2.3020 6.0895 -2.9903
H6 -0.0947 -0.5263 -4.1919
H7 -0.5607 -2.6786 -5.3069
H8 1.0056 -4.6251 -1.8738
H9 3.1773 2.4992 -4.3005
H10 0.4105 -2.6460 4.9448
H11 5.2470 3.0410 2.1833
H12 -0.8375 -5.1895 -0.4040
H13 2.1347 -0.9173 -3.5753
H14 0.8945 -4.3731 0.2012
H15 1.2201 3.1094 0.7350
H16 3.6853 -0.3361 0.0766
H17 -2.2849 -5.4772 1.5510
H18 -0.0702 -4.7860 -4.0375
H19 -0.2337 5.6517 -4.2767
H20 -2.9820 4.5060 -1.2311
H21 2.7230 -3.1952 -2.7846
H22 2.7122 1.0145 -2.4207
H23 -0.8317 -1.4462 4.5583
H24 -3.0131 -0.6327 -2.3101
H25 2.5066 -2.3037 -0.0649
H26 5.5417 0.7718 1.2438
H27 -1.8526 0.6372 -2.7321
H28 -2.3507 -0.5590 -3.9417



Record 4
ORCA calculation (the ωB97M-V functional and the def2-TZVPD basis) on C31H30Br2F5N3OS3Zr as an isolated structure.

Values from the calculation:
Max |F|   1.74 eV/Å
Total charge   +2
HOMO level   -13.1275 eV

Cartesian coordinates (Å):
Zr1 -0.2993 0.8068 0.4063
Br1 -1.9375 -1.1896 -5.9150
Br2 5.3849 -0.3539 -3.1863
S1 3.4317 -4.1511 2.0558
S2 1.4055 -1.5265 1.1195
S3 1.8395 -3.3172 -1.6236
F1 -3.7204 0.1055 3.5662
F2 -0.6247 -1.6013 4.5987
F3 -1.4125 1.9077 5.0056
F4 -1.5771 2.6791 2.3883
F5 0.7573 1.2129 2.2827
O1 -1.5347 -0.6239 1.0491
N1 -0.8517 0.0035 -1.5978
N2 -0.3480 3.1104 -0.2298
N3 1.5794 0.7502 -0.8174
C1 0.5828 3.9228 0.6068
C2 -5.0987 0.9090 -0.3455
C3 -3.1928 1.6916 0.9228
C4 0.1015 -0.0058 -2.5633
C5 -0.1933 -0.3285 -3.8729
C6 -2.0875 -0.4612 -1.8736
C7 0.4170 -3.0112 0.8025
C8 2.9496 -4.4441 -0.7325
C9 -4.7489 1.7383 -1.4039
C10 -1.4982 -0.7414 -4.1730
C11 0.0198 3.3209 -1.6553
C12 -0.4295 0.3219 3.2046
C13 2.7909 0.9205 -0.2673
C14 3.8935 -3.8433 0.3194
C15 -1.5355 0.1274 2.1996
C16 -2.5311 0.6296 3.2805
C17 0.3125 -3.3665 -0.6688
C18 2.6117 -0.0393 -2.8217
C19 3.8672 0.1250 -2.2356
C20 -4.3229 0.8753 0.7980
C21 1.4898 0.2790 -2.0806
C22 -1.3711 0.7763 4.2714
C23 3.3523 -2.4991 2.7887
C24 -3.6273 2.5380 -1.2964
C25 -1.7603 3.6183 -0.0657
C26 -0.3733 -0.2706 4.4186
C27 3.9596 0.6187 -0.9345
C28 1.9853 -1.8257 2.8150
C29 -2.3309 1.5549 2.1308
C30 -2.4422 -0.8441 -3.1512
C31 -2.8273 2.5403 -0.1486
H1 2.3516 -5.2547 -0.3138
H2 4.0879 -1.8611 2.2963
H3 -1.8369 4.1383 0.8847
H4 -4.6117 0.2345 1.6145
H5 -3.4377 -1.2164 -3.3423
H6 -5.9897 0.2992 -0.4028
H7 3.6886 -2.6190 3.8206
H8 4.0069 -2.7701 0.1665
H9 1.2318 -2.4190 3.3339
H10 -0.3702 -2.6981 -1.2011
H11 0.3750 3.7574 1.6616
H12 0.4622 4.9802 0.3591
H13 4.9109 0.7595 -0.4446
H14 2.5373 -0.4574 -3.8130
H15 2.8165 1.2948 0.7519
H16 -0.6621 2.7659 -2.3020
H17 3.5490 -4.8910 -1.5265
H18 0.9462 -3.8082 1.3292
H19 -2.7725 -0.5330 -1.0384
H20 4.8757 -4.2960 0.1860
H21 -1.9446 4.3479 -0.8563
H22 -0.0628 4.3850 -1.8889
H23 2.0338 -0.8582 3.3180
H24 -5.3658 1.7803 -2.2895
H25 -3.3823 3.2254 -2.0966
H26 -0.5699 -2.8919 1.2480
H27 0.5565 -0.2988 -4.6476
H28 -0.1317 -4.3631 -0.7301
H29 1.0444 2.9989 -1.8271
H30 1.6081 3.6289 0.3799



Record 5
ORCA calculation (the ωB97M-V functional and the def2-TZVPD basis) on C3H8S3 as an isolated structure.

Values from the calculation:
Max |F|   5.63 eV/Å
HOMO level   -8.9790 eV

Cartesian coordinates (Å):
S1 -2.0695 1.3809 -0.9211
S2 -0.3816 -1.8748 0.4628
S3 2.5355 -0.4142 -0.1995
C1 1.1486 0.5369 -0.0634
C2 -1.1733 1.0180 0.6443
C3 -0.0676 -0.0089 0.6848
H1 -1.7874 0.7222 1.4100
H2 0.2551 0.2195 1.8042
H3 -3.0580 0.3151 -0.7270
H4 1.3635 1.5965 0.5494
H5 -1.3751 -1.2386 -0.8097
H6 3.7321 0.7447 0.8675
H7 -0.7452 2.1049 0.8592
H8 0.8202 0.7905 -1.0215



Record 6
ORCA calculation (the ωB97M-V functional and the def2-TZVPD basis) on an isolated molecule of C3H6ClN3O.

Values from the calculation:
Max |F|   0.91 eV/Å
HOMO level   -10.3254 eV

Cartesian coordinates (Å):
Cl1 -1.7858 2.5615 0.4094
O1 3.0171 -1.4918 -1.3381
N1 1.1456 -0.2680 -0.9279
N2 0.3824 0.4111 -0.0059
N3 -1.4027 -1.1680 -0.0921
C1 -0.9084 -0.0410 0.2362
C2 2.2788 -0.9487 -0.5585
C3 -1.7406 0.9017 1.0741
H1 -1.3288 0.9433 2.0996
H2 0.9500 -0.1475 -1.9168
H3 0.4776 1.4248 -0.0397
H4 2.3822 -0.9770 0.5493
H5 -2.7486 0.5134 1.1086
H6 -0.7187 -1.7138 -0.5984



Record-wise relative energy (zero: lowest compared OMol25 entry of this formula, charge and spin) values, in kcal/mol: 83.7, 28.9, 11.3, 53.9, 110.3, 0.0